No. 1
{
  "formula": "C52H51N3O7PSb2V",
  "method": "the ωB97M-V functional and the def2-TZVPD basis",
  "max_force_ev_per_a": 1.3,
  "s2": 3.7716,
  "lumo_ev": [1.6, 1.6],
  "total_charge": -1,
  "homo_energy_ev": [-4.041, -5.362],
  "multiplicity": 4,
  "relative_energy_kcal_mol": 19.7,
  "species": ["V", "C", "O", "C", "C", "C", "C", "C", "C", "N", "N", "C", "O", "C", "C", "C", "C", "C", "C", "C", "O", "H", "H", "H", "H", "H", "H", "H", "H", "H", "H", "H", "H", "C", "C", "C", "Sb", "C", "C", "C", "C", "C", "C", "C", "C", "C", "C", "C", "C", "Sb", "C", "C", "C", "C", "C", "C", "C", "C", "C", "C", "C", "C", "H", "H", "H", "H", "H", "H", "H", "H", "H", "H", "H", "H", "H", "H", "H", "H", "H", "H", "H", "H", "H", "H", "H", "H", "H", "H", "C", "P", "C", "C", "H", "H", "H", "H", "H", "H", "H", "H", "H", "O", "C", "O", "C", "C", "C", "C", "C", "C", "N", "O", "O", "H", "H", "H", "H"],
  "xyz": [[-0.40214, -0.85668, -0.83798], [0.78577, -5.10841, 2.90886], [0.38398, -3.95343, 2.21248], [-0.94043, -3.64405, 2.21486], [-1.89169, -4.29332, 2.97284], [-3.23273, -3.88579, 2.92519], [-3.59626, -2.84309, 2.11330], [-2.64580, -2.17379, 1.31723], [-3.11623, -1.13265, 0.43334], [-2.36388, -0.50677, -0.41059], [-3.01429, 0.43488, -1.20051], [-2.13040, 1.01160, -1.97339], [-0.87001, 0.75331, -1.94234], [-2.60841, 2.00503, -2.97101], [-3.96250, 2.29715, -3.10947], [-4.38227, 3.21928, -4.05450], [-3.45452, 3.85605, -4.86955], [-2.10407, 3.56357, -4.73714], [-1.68235, 2.64076, -3.79145], [-1.28779, -2.55683, 1.36694], [-0.34727, -1.95692, 0.68488], [1.84497, -5.23392, 2.69749], [0.23543, -5.99047, 2.56661], [0.64788, -4.99935, 3.99008], [-1.60830, -5.12029, 3.60900], [-3.97050, -4.39746, 3.52925], [-4.63105, -2.52292, 2.06263], [-4.17241, -0.86748, 0.45938], [-4.66952, 1.79364, -2.46429], [-5.43692, 3.44447, -4.15656], [-3.78487, 4.57522, -5.60917], [-1.37721, 4.05566, -5.37155], [-0.63351, 2.40630, -3.66560], [-0.41632, 1.10416, 2.46729], [0.46434, 0.61244, 3.62567], [1.00526, -0.81728, 3.52373], [2.77378, -1.55076, 2.49045], [4.09979, -1.14885, 4.15974], [5.36930, -1.72566, 4.13123], [6.30588, -1.45953, 5.12083], [5.98551, -0.60695, 6.16848], [4.72589, -0.02767, 6.21675], [3.79447, -0.29864, 5.22086], [3.62166, 0.06881, 1.36736], [4.27160, 1.16414, 1.93034], [4.85894, 2.12714, 1.12070], [4.79880, 2.00665, -0.26213], [4.16913, 0.91045, -0.83117], [3.59508, -0.05885, -0.01906], [0.52524, 2.34344, 0.96213], [-1.25993, 3.36040, 0.33297], [-1.09337, 4.48669, -0.47053], [-2.17592, 5.27583, -0.83234], [-3.45148, 4.93672, -0.40372], [-3.63604, 3.80238, 0.37300], [-2.54709, 3.02031, 0.73756], [0.87514, 3.86279, 2.49711], [-0.17975, 4.56410, 3.08256], [0.04044, 5.46217, 4.11848], [1.32590, 5.67941, 4.59625], [2.38693, 4.99539, 4.02404], [2.15874, 4.09984, 2.98470], [-1.19309, 1.75388, 2.87540], [-0.90986, 0.26012, 1.97981], [-0.18124, 0.61438, 4.51185], [1.26352, 1.32687, 3.85301], [0.20874, -1.47526, 3.16737], [1.25330, -1.16349, 4.53229], [5.63798, -2.39176, 3.31716], [7.28689, -1.91700, 5.07407], [6.71362, -0.39532, 6.94177], [4.46707, 0.64310, 7.02741], [2.82156, 0.17685, 5.27676], [4.33345, 1.26381, 3.00806], [5.36175, 2.97637, 1.56899], [5.25013, 2.76357, -0.89211], [4.12110, 0.79876, -1.90736], [3.11782, -0.91244, -0.48336], [-0.10080, 4.76168, -0.81499], [-2.02608, 6.14668, -1.45889], [-4.30134, 5.54221, -0.69379], [-4.63258, 3.51541, 0.68693], [-2.71598, 2.13024, 1.33238], [-1.19267, 4.41826, 2.72570], [-0.79764, 5.99456, 4.55292], [1.49768, 6.37789, 5.40617], [3.39652, 5.15598, 4.38388], [3.00256, 3.58312, 2.54711], [-2.86556, -4.63614, -1.30996], [-1.89624, -3.40508, -2.27567], [-1.33620, -4.49540, -3.65160], [-3.27873, -2.53922, -3.12461], [-3.58828, -5.16033, -1.94181], [-3.38930, -4.13949, -0.49265], [-2.18437, -5.36486, -0.86671], [-0.46494, -5.07248, -3.33875], [-1.04028, -3.88248, -4.50436], [-2.12847, -5.18030, -3.96616], [-3.89957, -3.23017, -3.70158], [-2.88093, -1.77391, -3.79288], [-3.89525, -2.03164, -2.38072], [2.78522, -2.45877, -2.67609], [1.71100, -1.91063, -2.87470], [1.00471, -1.29341, -2.00325], [1.12192, -1.90413, -4.27411], [1.65033, -2.76493, -5.22988], [1.10604, -2.82037, -6.50082], [0.03744, -1.98883, -6.79501], [-0.49348, -1.10464, -5.87141], [0.05730, -1.06920, -4.59980], [-0.55136, -2.04636, -8.14379], [-0.05236, -2.80805, -8.95154], [-1.50758, -1.33402, -8.37947], [2.48539, -3.39169, -4.94790], [1.48753, -3.48905, -7.25764], [-1.31961, -0.46576, -6.14825], [-0.32934, -0.38949, -3.84992]],
  "atomic_forces_ev_per_a": [[-0.5, 0.3, -0.1], [0.0, 0.0, 0.0], [0.0, 0.0, -0.1], [0.0, 0.0, 0.1], [0.0, 0.0, 0.0], [0.0, 0.0, 0.0], [0.0, 0.0, 0.0], [0.0, -0.1, 0.0], [0.1, 0.1, 0.0], [-0.6, 0.0, 0.1], [0.0, 0.0, 0.0], [0.1, -0.1, 0.0], [-0.2, 0.5, -0.3], [0.0, 0.0, 0.0], [0.0, 0.0, 0.0], [0.0, 0.0, 0.0], [0.0, 0.0, 0.0], [0.0, 0.0, 0.0], [0.0, 0.0, 0.0], [0.0, 0.2, -0.1], [0.1, -0.6, 1.1], [0.0, 0.0, 0.0], [0.0, 0.0, 0.0], [0.0, 0.0, 0.0], [0.0, 0.0, 0.0], [0.0, 0.0, 0.0], [0.0, 0.0, 0.0], [0.0, 0.0, 0.0], [0.0, 0.0, 0.0], [0.0, 0.0, 0.0], [0.0, 0.0, 0.0], [0.0, 0.0, 0.0], [0.0, 0.0, 0.0], [-0.1, -0.1, 0.0], [0.1, 0.0, 0.0], [-0.1, -0.1, -0.1], [0.0, 0.0, 0.1], [0.0, 0.0, 0.0], [0.0, 0.0, 0.0], [0.0, 0.0, 0.0], [0.0, 0.0, 0.0], [0.0, 0.0, 0.0], [0.0, 0.0, 0.0], [-0.1, 0.0, 0.0], [0.0, 0.0, 0.0], [0.0, 0.0, 0.0], [0.0, 0.0, 0.0], [0.0, 0.0, 0.0], [-0.1, 0.0, -0.1], [0.2, 0.1, 0.2], [0.0, -0.1, 0.0], [0.0, 0.0, 0.0], [0.0, 0.0, 0.0], [0.0, 0.0, 0.0], [0.0, 0.0, 0.0], [0.0, 0.0, 0.0], [0.0, -0.1, 0.0], [0.0, 0.0, 0.0], [0.0, 0.0, 0.0], [0.0, 0.0, 0.0], [0.0, 0.0, 0.0], [0.0, 0.0, -0.1], [0.0, 0.0, 0.0], [0.0, 0.0, 0.0], [0.1, 0.0, 0.0], [0.0, 0.0, -0.1], [0.1, 0.1, 0.0], [-0.1, 0.0, 0.0], [0.0, 0.0, 0.0], [0.0, 0.0, 0.0], [0.0, 0.0, 0.0], [0.0, 0.0, 0.0], [0.0, 0.0, 0.0], [0.0, 0.0, 0.0], [0.0, 0.0, 0.0], [0.0, 0.0, 0.0], [0.0, 0.0, 0.0], [0.0, -0.1, -0.1], [0.0, 0.0, 0.0], [0.0, 0.0, 0.0], [0.0, 0.0, 0.0], [0.0, 0.0, 0.0], [0.0, 0.0, 0.0], [0.0, 0.0, 0.0], [0.0, 0.0, 0.0], [0.0, 0.0, 0.0], [0.0, 0.0, 0.0], [0.0, -0.1, 0.0], [0.0, 0.0, 0.0], [0.0, 0.0, 0.0], [0.0, 0.0, 0.0], [0.0, 0.0, 0.0], [0.0, 0.0, 0.0], [0.0, 0.0, 0.0], [0.0, 0.0, 0.0], [0.0, 0.0, 0.0], [0.0, 0.0, 0.0], [0.0, 0.0, 0.0], [0.0, 0.0, 0.0], [0.0, 0.0, 0.0], [0.0, 0.0, 0.0], [0.0, 0.0, 0.0], [0.0, 0.1, 0.0], [1.1, -0.3, -0.7], [0.0, -0.1, 0.0], [0.0, 0.0, 0.0], [0.0, 0.0, 0.0], [0.0, 0.0, 0.0], [0.0, 0.0, 0.0], [0.0, 0.0, 0.0], [0.0, 0.0, 0.0], [0.0, 0.0, 0.0], [0.0, 0.0, 0.0], [0.0, 0.0, 0.0], [0.0, 0.0, 0.0], [0.0, 0.0, 0.0], [0.0, 0.0, 0.0]],
  "lowdin_charge": [0.77, -0.10, -0.14, -0.23, -0.03, -0.11, -0.08, -0.17, -0.09, -0.10, 0.08, -0.48, -0.19, -0.14, -0.03, -0.09, -0.10, -0.09, -0.03, -0.30, -0.21, 0.09, 0.09, 0.09, 0.10, 0.09, 0.10, 0.12, 0.11, 0.10, 0.09, 0.10, 0.12, -0.37, -0.33, -0.37, 1.53, -0.40, -0.15, -0.10, -0.11, -0.10, -0.14, -0.41, -0.15, -0.12, -0.10, -0.08, -0.16, 1.50, -0.41, -0.14, -0.09, -0.10, -0.09, -0.14, -0.36, -0.12, -0.10, -0.11, -0.10, -0.14, 0.04, 0.03, 0.10, 0.08, 0.02, 0.04, 0.09, 0.10, 0.09, 0.10, 0.08, 0.09, 0.10, 0.10, 0.11, 0.07, 0.09, 0.10, 0.10, 0.10, 0.09, 0.09, 0.10, 0.09, 0.10, 0.06, -0.29, 0.85, -0.29, -0.29, 0.03, 0.02, 0.04, 0.04, 0.02, 0.03, 0.04, 0.02, 0.02, 0.05, -0.58, -0.17, -0.11, -0.01, 0.00, -0.16, 0.01, 0.00, -0.36, 0.06, 0.07, 0.12, 0.11, 0.12, 0.10]
}

***

No. 2
{
  "formula": "C52H52N2O14",
  "method": "the ωB97M-V functional and the def2-TZVPD basis",
  "max_force_ev_per_a": 9.5,
  "lumo_ev": 0.1,
  "total_charge": 0,
  "homo_energy_ev": -7.419,
  "smiles": "Oc1ccc(O)cc1.Oc1ccc(O)cc1.Oc1ccc(O)cc1.Oc1ccc(O)cc1.Oc1ccc(O)cc1.Oc1ccc(O)cc1.Oc1ccc(O)cc1.c1ccncc1.c1ccncc1",
  "relative_energy_kcal_mol": 52.1,
  "species": ["N", "C", "C", "C", "C", "C", "H", "H", "H", "H", "H", "N", "C", "C", "C", "C", "C", "H", "H", "H", "H", "H", "C", "C", "C", "C", "C", "C", "O", "O", "H", "H", "H", "H", "H", "H", "C", "C", "C", "C", "C", "C", "O", "O", "H", "H", "H", "H", "H", "H", "C", "C", "C", "C", "C", "C", "O", "O", "H", "H", "H", "H", "H", "H", "C", "C", "C", "C", "C", "C", "O", "O", "H", "H", "H", "H", "H", "H", "C", "C", "C", "C", "C", "C", "O", "O", "H", "H", "H", "H", "H", "H", "C", "C", "C", "C", "C", "C", "O", "O", "H", "H", "H", "H", "H", "H", "C", "C", "C", "C", "C", "C", "O", "O", "H", "H", "H", "H", "H", "H"],
  "xyz": [[-2.49380, 1.44392, -4.91234], [-2.66680, 1.18492, -6.28534], [-3.55180, 0.30492, -6.75434], [-4.20180, -0.54608, -5.82434], [-3.89680, -0.37608, -4.46234], [-3.03180, 0.62292, -3.93634], [-2.00780, 1.74792, -7.02634], [-3.80680, 0.39292, -7.89934], [-5.06080, -1.19608, -6.21934], [-4.60280, -0.97408, -3.77534], [-2.54780, 0.67092, -3.02534], [4.46320, -2.62908, -0.66134], [3.79520, -2.76408, -1.81834], [4.27520, -2.42408, -3.14034], [5.63220, -1.98708, -3.18034], [6.30820, -1.76208, -2.01534], [5.69620, -2.10208, -0.81734], [2.86820, -2.98608, -1.52334], [3.73620, -2.56808, -4.04034], [5.78920, -1.57208, -4.07434], [7.41320, -1.39708, -2.01334], [6.23720, -1.83108, 0.02066], [-1.71980, 0.63292, -0.34234], [-0.31580, 0.63392, -0.76134], [0.38520, -0.60008, -0.78034], [-0.22780, -1.71308, -0.24434], [-1.63280, -1.78108, -0.07934], [-2.37880, -0.58908, -0.05334], [-3.69780, -0.60908, 0.21766], [1.68820, -0.56608, -0.99534], [-2.31080, 1.31392, -0.57234], [0.18920, 1.55792, -1.16734], [0.40920, -2.53908, -0.22434], [-2.10680, -2.55308, 0.27466], [-4.11680, -1.49208, 0.41866], [1.82520, -0.13408, -1.82234], [0.89420, 2.40192, -3.96934], [1.69720, 2.97992, -2.76434], [2.75220, 2.19992, -2.28334], [3.22420, 1.13792, -3.04834], [2.49020, 0.55092, -4.10234], [1.41020, 1.17092, -4.59134], [0.63920, 0.63592, -5.59334], [3.52820, 2.73992, -1.32934], [-0.08980, 2.84192, -4.28534], [1.32520, 4.02492, -2.50334], [3.99120, 0.63092, -2.76934], [2.96120, -0.25608, -4.73634], [-0.29780, 1.29392, -5.62434], [3.14520, 3.45892, -1.08834], [4.15620, 1.14592, 4.49666], [2.86820, 0.82692, 3.80566], [3.09920, 0.54092, 2.35966], [4.32520, 0.33492, 1.78366], [5.43820, 0.62892, 2.55666], [5.37220, 0.99192, 3.88666], [6.54420, 1.26092, 4.46966], [1.79220, 0.27392, 1.80066], [3.91520, 1.43992, 5.48066], [1.90620, 0.97492, 4.19866], [4.37620, 0.11392, 0.85166], [6.35020, 0.74692, 1.94566], [6.54020, 1.83492, 5.19366], [1.98720, 0.08592, 0.91766], [-5.72180, -4.16408, -0.61834], [-6.27780, -3.92308, -2.14034], [-6.64980, -2.59208, -2.52034], [-6.55780, -1.68408, -1.55834], [-6.21080, -1.69408, -0.15234], [-5.83480, -3.02808, 0.32966], [-5.56480, -3.22808, 1.67466], [-7.08880, -2.31308, -3.72934], [-5.30180, -5.19208, -0.41734], [-6.30780, -4.70108, -2.95534], [-6.79680, -0.57308, -1.86034], [-6.28580, -1.02008, 0.68266], [-5.12280, -3.94608, 1.88666], [-7.76980, -1.75508, -3.38834], [-3.71680, 1.55992, 5.19966], [-3.05480, 2.78492, 5.89766], [-1.69680, 3.09292, 5.55766], [-1.00880, 2.35692, 4.58166], [-1.71480, 1.29092, 3.82466], [-2.97080, 0.82292, 4.22366], [-3.50180, -0.19608, 3.49866], [-1.00480, 4.20992, 6.06866], [-4.87880, 1.19892, 5.45766], [-3.55980, 3.44392, 6.65066], [-0.08980, 2.76492, 4.29166], [-1.06780, 0.70392, 3.21366], [-3.53980, -0.27408, 2.56866], [-1.46680, 4.54892, 6.71666], [-0.20380, 5.40592, -0.98734], [1.33920, 5.52292, -0.49634], [1.65320, 4.69092, 0.60766], [0.75120, 3.71492, 1.17566], [-0.58380, 3.72092, 0.78666], [-1.11280, 4.45192, -0.28634], [-2.26180, 4.23292, -0.75634], [2.94320, 4.74992, 1.15766], [-0.66080, 6.03492, -1.86034], [2.04320, 6.11792, -0.90434], [1.31020, 2.96092, 1.93966], [-1.24080, 3.01792, 1.26866], [-2.63780, 4.86092, -1.37534], [2.76320, 4.97692, 2.02366], [1.53220, -5.67308, 3.53166], [0.44320, -4.56008, 3.45366], [0.73920, -3.37008, 2.81766], [2.08020, -3.20008, 2.30066], [2.96720, -4.31908, 2.19166], [2.71020, -5.43608, 2.82666], [3.59520, -6.43208, 2.83566], [-0.10880, -2.36008, 2.83666], [1.42520, -6.54808, 4.07566], [-0.42380, -4.58708, 3.89066], [2.37520, -2.35808, 1.54466], [3.88320, -4.13408, 1.67966], [4.63320, -6.42308, 2.81466], [0.13320, -1.38108, 2.38066]],
  "atomic_forces_ev_per_a": [[1.1, -1.3, -0.7], [1.8, 2.5, 2.6], [-2.1, -1.6, -2.3], [-0.8, 1.0, -0.6], [-2.3, -1.3, 1.5], [-0.3, 0.0, -6.8], [-1.1, -0.3, 1.4], [0.6, -0.8, 2.4], [1.6, 0.8, 1.1], [1.7, 0.7, -0.8], [0.1, 0.3, 2.2], [1.8, 1.1, -1.3], [3.0, 1.3, -1.5], [1.7, -0.7, 3.8], [-4.0, -0.8, 1.9], [2.3, 0.1, 0.3], [-0.6, -0.3, -1.1], [-4.0, -1.3, -0.3], [-0.7, 0.0, -0.5], [2.1, 1.2, -3.5], [-2.3, -0.4, 0.0], [0.8, 0.1, 2.1], [6.2, -7.2, 0.1], [-2.2, -0.3, -0.1], [-3.2, 2.4, 2.0], [-1.7, 0.3, -1.5], [3.1, 5.3, -0.5], [2.5, -0.7, -0.5], [-1.3, 0.0, 0.7], [2.1, -1.2, 0.3], [-4.8, 7.0, -1.4], [-0.8, -1.0, 0.7], [0.6, -1.7, 0.4], [-2.1, -4.8, 1.6], [1.2, 1.1, -0.6], [0.7, 0.7, -1.1], [3.1, -0.5, 2.7], [-3.9, -1.1, -4.5], [-0.1, 1.7, -2.1], [-5.5, 1.4, -1.5], [3.1, -0.5, -0.3], [-4.7, 3.5, 0.5], [-3.4, 2.7, -0.2], [4.4, -7.5, -1.5], [1.2, -0.3, 0.3], [0.9, -1.9, 0.4], [5.2, -2.8, 2.0], [-0.7, 0.7, 1.1], [3.9, -3.0, 0.2], [-3.6, 7.4, 3.0], [-5.1, -1.3, -1.4], [6.9, 0.7, -3.5], [-4.6, -0.7, 4.6], [-1.1, 2.0, 6.1], [0.6, 0.1, -1.6], [-0.5, 0.4, -0.7], [1.9, -1.2, -1.1], [2.0, 0.8, 1.8], [0.9, 0.4, 1.3], [-1.0, 0.0, 0.6], [0.6, -1.5, -6.1], [-0.1, -0.4, 1.0], [-0.6, 1.2, 1.7], [-0.1, -0.6, -2.8], [-2.0, 2.2, -3.7], [1.8, 0.2, 3.3], [2.7, -6.0, 2.6], [-0.2, 7.3, 4.1], [0.0, -5.7, -1.1], [0.2, -1.8, -2.4], [-3.6, 6.6, -2.2], [-0.5, 0.2, -1.4], [-0.7, 1.4, 0.1], [0.2, 0.6, 1.4], [0.2, -2.1, 0.2], [-0.2, 1.1, -0.7], [3.3, -5.6, 1.1], [-1.6, 1.4, -1.4], [-0.5, 1.4, 1.6], [-0.1, -2.6, -1.7], [-1.0, -0.1, -0.3], [-3.9, -1.7, -0.9], [2.2, 2.2, 3.6], [-0.1, 2.3, -0.9], [-1.3, -1.3, 3.1], [2.8, -4.0, -5.5], [3.5, 1.2, -0.7], [0.2, -1.0, -0.9], [1.4, 0.0, -0.5], [0.0, -0.3, -0.9], [0.6, 0.9, -1.6], [-3.7, 2.9, 5.3], [2.0, -0.6, 1.7], [-7.3, -3.8, 2.0], [-0.6, -0.1, -1.2], [1.8, 0.5, 0.3], [0.4, -1.1, 0.5], [7.7, 4.0, -1.0], [-5.0, -1.7, -0.7], [-0.3, -0.5, -3.1], [1.2, -1.2, 1.7], [1.9, 2.1, -1.4], [-2.0, 1.8, -1.8], [-0.2, -0.2, 0.1], [0.5, 0.3, -0.1], [0.0, 0.6, 3.1], [-2.6, 5.3, -1.8], [7.5, -2.4, -2.1], [4.2, 0.0, -0.6], [0.1, -0.8, -2.8], [-1.2, 5.8, -0.8], [-1.0, -2.4, 2.4], [3.7, -3.5, 0.2], [-1.6, 4.7, -1.2], [-0.5, -1.4, 0.9], [-4.8, -0.8, 2.6], [-0.8, -1.1, 2.0], [0.6, -0.1, -0.4], [-3.4, 1.3, -0.1], [0.0, -4.4, 1.6]],
  "lowdin_charge": [0.04, -0.19, -0.12, -0.07, -0.06, -0.06, 0.13, 0.14, 0.13, 0.11, 0.07, 0.09, -0.12, -0.02, -0.09, -0.08, -0.15, 0.05, 0.08, 0.06, 0.14, 0.07, 0.02, 0.06, -0.37, 0.00, 0.03, -0.31, 0.02, 0.04, 0.01, 0.12, 0.10, 0.06, 0.09, 0.06, 0.05, 0.03, -0.34, -0.01, -0.04, -0.37, -0.04, 0.13, 0.10, 0.10, 0.05, 0.14, 0.16, -0.03, 0.01, 0.07, -0.22, -0.02, 0.00, -0.37, 0.07, -0.02, 0.09, 0.07, 0.04, 0.13, 0.08, 0.01, 0.07, 0.08, -0.48, -0.06, 0.00, -0.30, 0.07, 0.08, 0.10, 0.11, 0.16, 0.12, 0.02, 0.10, 0.02, 0.01, -0.30, 0.01, 0.02, -0.36, 0.03, 0.07, 0.16, 0.10, 0.08, 0.09, 0.06, 0.00, 0.05, 0.03, -0.33, 0.00, -0.03, -0.41, 0.10, 0.02, 0.12, 0.06, 0.16, 0.10, 0.13, 0.06, 0.08, 0.05, -0.39, 0.02, -0.05, -0.45, 0.00, -0.01, 0.08, 0.04, 0.12, 0.09, 0.18, 0.19]
}